# ClF3Mg2

ClF3Mg2 as an isolated structure (ωB97M-V/def2-TZVPD, OMol25).

XYZ file:
```
6
Properties=species:S:1:pos:R:3
Mg -18.175 4.162 18.070
Mg -15.067 3.587 14.252
F -20.557 2.162 18.724
F -15.267 2.502 17.344
F -18.067 4.842 14.823
Cl -17.131 5.736 21.360
```

Its relative energy (zero: lowest compared OMol25 entry of this formula, charge and spin) is 359.7 kcal per mole. The multiplicity is 1.